[1]
{
  "formula": "C33H64N3O17",
  "method": "ωB97M-V/def2-TZVPD",
  "gap_ev": 4.88,
  "lumo_ev": -0.65,
  "charge": -1,
  "species": ["H", "C", "H", "H", "H", "C", "H", "H", "H", "O", "H", "O", "H", "H", "N", "H", "H", "H", "C", "H", "H", "H", "H", "H", "H", "H", "O", "H", "H", "C", "O", "C", "C", "O", "C", "H", "C", "O", "H", "H", "O", "C", "H", "C", "H", "H", "H", "H", "C", "H", "C", "C", "H", "C", "O", "C", "H", "C", "H", "H", "C", "O", "O", "H", "C", "C", "H", "H", "H", "H", "C", "C", "O", "C", "O", "C", "O", "H", "H", "H", "H", "H", "H", "H", "H", "H", "N", "O", "H", "O", "C", "H", "H", "H", "O", "H", "C", "C", "H", "C", "H", "H", "H", "C", "H", "C", "H", "C", "H", "C", "N", "C", "H", "H", "C", "H", "O"],
  "coordinates": [[-23.10112, 69.82940, 54.61029], [-21.43737, 64.00067, 53.14571], [-22.13630, 68.07019, 50.53459], [-24.92509, 66.61460, 47.18375], [-25.59476, 67.86481, 51.41568], [-23.98894, 65.91884, 47.32453], [-25.13196, 65.09637, 44.04962], [-18.85390, 67.12146, 49.52174], [-23.01963, 60.70296, 45.71810], [-21.69630, 66.97240, 45.54272], [-26.65376, 62.51990, 44.01878], [-20.20872, 71.87682, 51.07220], [-21.82286, 69.26226, 47.52426], [-24.86136, 70.33487, 46.15319], [-19.80116, 64.45387, 48.80771], [-23.49192, 66.29924, 53.17960], [-22.09760, 66.21480, 50.92027], [-24.40197, 67.41419, 52.93090], [-21.90144, 69.70025, 48.54431], [-22.87219, 71.37520, 51.99868], [-20.29332, 63.80794, 53.25698], [-20.71256, 67.27237, 50.39012], [-25.98395, 68.73001, 54.69124], [-24.92674, 68.51725, 45.80151], [-21.78410, 63.07665, 53.52366], [-20.47543, 68.53008, 53.43363], [-26.52361, 62.94581, 43.11669], [-21.59523, 69.39503, 52.24302], [-22.36297, 64.49595, 44.16375], [-23.08726, 69.28155, 49.23781], [-15.50068, 69.83952, 51.10118], [-17.31301, 71.05464, 50.07774], [-21.15153, 71.14567, 50.51493], [-23.78807, 68.33754, 48.68073], [-23.34373, 65.61720, 53.86474], [-16.61169, 67.50538, 50.92546], [-21.40944, 68.44937, 52.78235], [-25.85341, 68.62395, 53.79530], [-19.26224, 71.50638, 49.08395], [-24.38179, 69.53375, 50.92698], [-19.52081, 65.64602, 48.66253], [-25.63060, 66.34640, 54.57064], [-25.88831, 65.28656, 54.45775], [-24.59709, 70.69420, 43.27386], [-21.58392, 64.88003, 54.96641], [-21.32230, 67.59513, 52.08521], [-23.27972, 65.75696, 46.25680], [-26.02320, 69.33847, 45.20320], [-18.68763, 70.78338, 49.37845], [-24.16599, 70.86767, 42.21203], [-23.63774, 61.39374, 45.26537], [-18.42579, 68.27255, 49.77910], [-24.15344, 64.73072, 53.85077], [-22.59065, 67.87323, 53.56531], [-21.02030, 66.21296, 53.75799], [-21.82071, 65.16774, 54.03862], [-26.07655, 64.53484, 45.40705], [-26.07257, 67.25530, 53.40448], [-20.15437, 66.03235, 53.69871], [-21.70979, 62.44960, 44.72798], [-28.33838, 64.32291, 43.48177], [-22.77882, 69.46472, 44.49519], [-20.96949, 64.07582, 49.25510], [-25.90380, 66.11367, 51.74867], [-23.44473, 66.13394, 48.65452], [-23.44519, 69.93570, 50.43567], [-24.42941, 64.90013, 47.33530], [-22.42643, 68.68253, 55.48592], [-19.89422, 70.86516, 48.65536], [-22.42386, 66.95279, 53.90357], [-23.05852, 68.76294, 54.66318], [-16.53322, 69.77052, 50.52852], [-23.62768, 67.88462, 52.57947], [-23.29409, 63.85756, 44.14176], [-19.76143, 66.04712, 45.27101], [-19.10314, 69.29657, 49.01481], [-24.21892, 65.85648, 49.66613], [-24.12178, 68.47598, 43.68739], [-24.66696, 66.66635, 54.95223], [-22.00719, 62.56084, 46.98786], [-16.93711, 72.09854, 50.25396], [-23.77154, 60.82844, 44.35452], [-23.77395, 66.15082, 54.52777], [-21.70884, 64.13171, 52.10556], [-23.71214, 63.39750, 43.19829], [-24.71756, 61.47861, 45.58974], [-20.53471, 66.71215, 45.98967], [-22.46273, 63.28564, 46.29602], [-28.94331, 63.76280, 42.91295], [-20.04430, 69.05055, 48.42862], [-24.94631, 69.39764, 45.45777], [-26.17643, 66.50653, 55.42871], [-26.51130, 64.94992, 42.34820], [-24.19489, 71.44307, 43.70093], [-20.30917, 66.67159, 47.21467], [-23.95231, 68.54562, 55.00616], [-26.08726, 65.03872, 44.40802], [-17.10425, 68.48263, 50.46035], [-21.78831, 67.41955, 48.42967], [-22.52057, 70.89260, 51.04898], [-27.29726, 67.41598, 53.23175], [-28.29703, 64.06430, 44.52101], [-24.31762, 67.00002, 52.07573], [-22.75242, 62.67401, 44.98712], [-22.43674, 68.62667, 45.02022], [-20.79843, 70.56181, 49.11165], [-29.03144, 65.35608, 43.28711], [-21.78173, 67.13826, 50.31675], [-26.35309, 66.14497, 44.76869], [-24.15315, 69.49005, 44.14935], [-22.07352, 66.70901, 48.93383], [-26.79257, 64.33411, 43.21524], [-25.79585, 70.97517, 43.28929], [-24.07325, 64.30841, 44.53330], [-25.42716, 67.06456, 52.09592], [-21.47622, 65.98790, 48.71858], [-19.11069, 63.44747, 48.31454]],
  "forces_ev_per_a": [[0.14, 0.93, -1.38], [2.15, -0.03, 0.19], [-1.67, 1.39, 0.68], [2.13, -1.03, 0.21], [-0.70, 0.53, -0.48], [-0.43, -1.20, -4.80], [1.94, 0.80, -0.35], [1.31, 3.15, 1.02], [0.89, -1.29, 2.24], [0.11, 1.67, 0.05], [0.27, 1.02, -1.64], [-5.12, -2.93, -1.51], [-0.18, 0.66, 0.89], [0.32, -2.08, -1.05], [-0.73, -4.80, -1.71], [-0.37, -0.01, -4.42], [0.32, 1.93, -0.29], [0.77, 2.50, 2.99], [0.53, 3.75, 0.69], [0.79, -0.51, -0.99], [-1.63, 0.72, -0.52], [0.35, -0.52, -0.29], [-0.63, 0.26, 2.95], [1.64, -6.50, 3.73], [-1.06, -1.01, 0.27], [-1.17, -0.02, -0.96], [1.11, -0.63, 1.01], [-0.02, -0.76, 0.79], [-1.33, -0.10, -1.02], [-1.05, -1.95, -4.29], [3.26, 1.27, 1.25], [-5.38, -2.60, -3.18], [3.85, 2.43, 0.15], [0.90, 4.16, 2.08], [2.81, -10.84, -0.54], [-0.85, 2.70, -1.06], [1.31, -1.09, 0.93], [0.95, 0.48, -2.57], [1.16, 6.10, -0.05], [1.23, 1.15, -0.36], [1.61, -2.80, 3.30], [-2.34, 0.62, -0.63], [1.00, 0.20, -0.54], [-3.59, -3.76, -3.64], [0.03, -1.29, 4.10], [1.07, 1.40, 0.85], [-1.68, 1.37, 3.65], [-0.05, 0.78, -0.28], [14.33, -3.40, 4.80], [-0.90, -1.25, 1.43], [-0.97, 1.74, -2.69], [5.12, -3.26, 1.57], [2.58, 1.35, -0.56], [-0.15, 8.80, -2.09], [-1.24, 2.26, -0.16], [-2.45, -1.84, -3.25], [-0.16, -0.33, -1.00], [-4.71, 2.17, 1.39], [4.79, -1.63, -0.31], [-0.63, -0.77, -1.11], [0.58, 5.66, 0.80], [2.26, 0.49, 1.10], [1.17, 1.84, 0.06], [0.30, 0.73, -0.34], [-3.90, -0.31, 5.71], [1.46, 3.18, 4.19], [0.16, 0.48, 0.42], [1.54, -0.63, 1.72], [-5.28, 0.13, -2.69], [0.64, -0.16, 0.99], [3.23, 1.23, -0.25], [-1.88, 2.27, -0.18], [7.10, 4.93, 3.04], [4.84, -3.97, -1.70], [0.04, 1.67, -0.54], [9.10, 1.69, 6.62], [4.69, 1.12, -4.47], [-1.73, 0.65, -0.55], [-1.84, 0.11, 0.14], [-1.69, 2.95, -2.91], [-0.43, -1.38, -0.05], [-0.11, 0.14, -1.10], [0.45, 1.65, 4.93], [0.11, -0.03, -0.24], [1.11, 0.89, 0.34], [1.56, 0.42, 0.49], [-0.22, -4.65, -0.77], [0.93, -2.52, 2.59], [-1.38, -3.12, -2.09], [-1.23, -4.91, -6.03], [-2.44, 7.80, -3.04], [-2.24, 1.19, 1.86], [0.05, -1.08, -0.24], [2.80, 5.74, 3.56], [-0.96, 3.69, -2.64], [-4.35, -1.46, 1.55], [-2.09, 1.65, 1.59], [-6.63, -4.88, -2.74], [1.20, 4.06, -4.51], [-3.61, -2.38, -0.88], [2.73, -1.88, 0.46], [-1.13, -0.18, 0.66], [-2.61, -4.20, -4.74], [-0.51, 0.26, 2.61], [-1.33, 1.67, -1.52], [-12.75, -1.16, -0.29], [2.49, -1.96, 1.10], [0.62, -5.00, -0.39], [-0.14, -2.18, -1.55], [0.20, -2.45, 0.47], [-4.18, -2.79, 4.34], [-2.94, 1.22, 1.48], [3.03, -1.32, -0.13], [-2.56, 1.58, 2.61], [-5.66, -5.23, -3.17], [2.42, -2.73, -0.56], [-0.61, 3.43, 1.39]],
  "mulliken_charge": [0.326, -1.589, 0.292, 0.066, 0.424, -0.684, 0.280, 0.127, 0.566, -0.633, 0.387, -0.656, 1.253, 0.143, 0.908, -1.609, 0.135, -1.662, -0.779, 0.056, 0.319, -0.985, 0.334, -0.599, 0.434, 0.359, -0.541, -0.093, 0.287, -0.150, -0.560, -0.870, 1.080, -0.680, -1.318, 0.333, -1.157, -0.511, 0.575, 0.458, -0.610, -1.502, 0.357, -1.464, 0.885, 0.279, -0.482, 0.466, -0.757, 0.316, -1.490, 0.471, 0.005, 2.329, -0.551, -0.255, 0.381, 0.255, 0.403, 0.291, -1.193, -0.573, -0.649, 0.257, 0.535, 0.509, 0.502, 0.608, 1.277, 0.975, -2.497, 0.269, -0.026, 0.768, -0.701, 0.781, -0.511, 0.103, 0.673, 0.245, 0.368, 0.436, 1.319, 0.363, 0.398, 0.162, 0.546, -0.377, 0.392, 0.071, -0.197, 0.595, 0.338, 0.548, -0.234, 0.502, -0.711, -0.437, 0.180, -1.235, 0.130, 0.316, 1.524, 0.285, 0.345, -1.062, 0.218, -0.252, 0.137, 0.792, 1.203, 0.113, 0.235, -1.578, -0.703, 0.259, -0.728]
}

[2]
{
  "formula": "C4H7FO",
  "method": "ωB97M-V/def2-TZVPD",
  "gap_ev": 10.92,
  "lumo_ev": 0.99,
  "charge": 0,
  "species": ["O", "C", "C", "H", "H", "H", "H", "H", "H", "C", "F", "H", "C"],
  "coordinates": [[-1.54669, -0.05692, -1.14695], [-0.41077, -0.22649, -0.84647], [-0.35850, 1.05921, 1.35150], [-0.31538, 0.04038, 1.73907], [-1.44470, 1.25421, 1.10662], [0.36789, 1.86288, -0.54516], [-0.01074, 1.86878, 2.06665], [-0.23844, -2.28206, -1.56757], [0.40722, -1.89431, 0.09980], [0.27682, 0.92869, -0.04048], [1.65113, 0.62923, 0.14490], [1.30154, -1.57938, -1.42715], [0.32063, -1.60423, -0.93476]],
  "forces_ev_per_a": [[-1.19, 0.00, -0.77], [1.68, -0.17, 1.11], [-1.57, 0.29, -0.88], [0.05, 0.28, 0.72], [0.96, -0.13, 0.55], [-0.80, 0.63, -0.81], [0.02, -1.18, -1.19], [-0.60, -0.14, 0.40], [0.21, -0.58, 0.24], [1.47, -0.50, 1.02], [-0.10, -0.49, 0.01], [-0.02, 0.47, 0.59], [-0.11, 1.51, -1.01]],
  "mulliken_charge": [-0.500, 0.502, -1.042, 0.278, 0.298, 0.299, 0.315, 0.339, 0.242, 0.247, -0.339, 0.313, -0.952]
}

[3]
{
  "formula": "C3H4O3S",
  "method": "ωB97M-V/def2-TZVPD",
  "gap_ev": [8.41, 6.83],
  "lumo_ev": [-0.51, -1.39],
  "charge": 0,
  "species": ["C", "H", "C", "H", "H", "O", "H", "S", "C", "O", "O"],
  "coordinates": [[-1.64119, -0.39688, 0.60454], [2.83696, 0.16679, -0.84878], [2.06165, 0.43455, 0.02953], [2.64880, 0.06445, 0.94024], [1.69492, 1.44969, 0.13993], [-0.33202, 0.07130, 0.35441], [0.99176, -1.36145, -0.74752], [-2.84757, 0.42427, -0.36643], [0.85598, -0.38391, -0.14500], [-3.96287, 0.68629, 0.49430], [-2.30641, -1.15511, -0.45522]],
  "forces_ev_per_a": [[0.59, -0.44, -1.42], [-2.00, 1.16, 1.71], [1.75, -1.51, -0.24], [-0.84, 0.75, -0.82], [0.86, 0.40, -0.08], [3.22, -1.01, -1.44], [-1.13, 1.48, 1.30], [0.90, 0.46, 0.45], [-2.76, -1.40, -0.39], [-1.56, 0.13, 0.07], [0.97, -0.02, 0.86]],
  "mulliken_charge": [-0.031, 0.281, -0.812, 0.260, 0.286, -0.099, 0.328, 0.461, 0.089, -0.476, -0.288]
}

Going through the records in order, we get M values of 774.88, 90.10, 120.13 g/mol.
Going through the records in order, we get energy relative to the best compared isomer or geometry (same formula, charge and spin) values of 536.05, 8.43, 165.09 kcal per mole.